DFT (wB97M-V/def2-TZVPD) results for a molecular structure, CaH20N2O16.

Positions of all 39 atoms, in Å:
Ca -1.531 -2.905 1.419
N -0.396 0.065 -0.253
O 0.126 -0.047 -1.358
O -0.680 1.210 0.045
O -0.667 -0.903 0.428
N 1.733 -3.170 2.939
O 2.678 -3.693 2.312
O 0.831 -2.639 2.349
O 1.650 -3.088 4.150
O 2.820 -0.815 -2.339
H 2.986 -1.178 -1.468
H 2.037 -0.276 -2.229
O -0.516 4.342 -0.766
H -0.536 5.011 -0.081
H -1.264 3.777 -0.572
O -1.796 -1.174 -3.295
H -1.153 -1.259 -2.591
H -1.670 -1.957 -3.831
O -0.067 2.532 -2.692
H -0.058 1.824 -2.048
H 0.031 3.330 -2.173
O -0.585 -3.702 -0.551
H -0.302 -4.578 -0.813
H -0.348 -3.142 -1.290
O -2.783 1.479 -2.232
H -3.311 1.780 -1.492
H -1.887 1.725 -2.003
O -1.943 1.776 2.554
H -1.605 1.517 1.698
H -2.839 1.440 2.571
O 0.133 0.325 3.695
H -0.301 -0.370 3.200
H 0.533 -0.124 4.439
O 2.657 -1.757 0.159
H 1.708 -1.883 0.182
H 3.005 -2.454 0.715
O 1.471 2.962 0.532
H 1.025 3.748 0.217
H 0.812 2.271 0.472

Atomic forces in eV per Å
Ca 1.2 0.6 0.3
N 0.4 1.5 -2.7
O 0.7 -1.7 -1.0
O -1.2 1.5 2.2
O -0.7 -2.0 1.8
N 2.3 -0.8 1.8
O -0.1 -0.1 0.4
O -4.6 1.7 -4.2
O 1.3 -0.9 1.7
O 0.2 0.1 -1.1
H 0.0 -0.2 0.6
H -0.1 0.2 0.1
O -0.2 0.7 0.0
H -0.1 0.3 0.2
H -0.2 -0.3 0.1
O -0.4 -0.3 -0.1
H 0.4 0.4 0.3
H 0.0 -0.2 -0.2
O -0.3 0.0 -0.6
H 0.6 -0.5 0.2
H 0.2 0.2 0.0
O -0.1 -0.2 -0.1
H 0.1 -0.4 0.1
H 0.2 0.6 -0.2
O -0.6 -0.1 0.0
H -0.2 0.0 0.2
H 0.4 0.2 -0.3
O -0.5 0.3 0.3
H 0.4 -0.2 -0.5
H -0.2 0.0 0.1
O 0.1 0.3 0.2
H 0.1 -0.1 -0.1
H 0.2 -0.3 0.1
O 0.2 0.3 -0.4
H -0.3 0.0 0.3
H 0.0 -0.4 0.5
O 0.9 0.2 0.4
H 0.0 -0.2 -0.2
H -0.2 -0.1 0.0

Output
Net charge   -1
LUMO level (spin up / spin down)   1.822 / 1.621 eV
HOMO-LUMO gap (spin up / spin down)   4.95 / 8.43 eV
HOMO (spin up / spin down)   -3.130 / -6.806 eV
Spin multiplicity   2


DFT (wB97M-V/def2-TZVPD) results for a molecular structure, CaH8N3O13.

Positions of all 25 atoms, in Å:
Ca 0.027 -0.272 0.213
N -0.846 3.134 -0.090
O -0.111 3.707 -0.916
O -1.742 3.786 0.438
O -0.790 1.891 0.028
N -3.245 -0.592 -0.389
O -2.405 -0.517 0.477
O -2.926 -0.227 -1.495
O -4.366 -0.984 -0.046
N 3.328 -0.486 0.580
O 3.266 -1.217 -0.406
O 4.414 -0.276 1.154
O 2.290 0.043 0.955
O -0.334 -1.443 -1.833
H -0.466 -2.360 -2.074
H -0.107 -1.009 -2.655
O 1.227 0.970 -1.573
H 1.232 0.687 -2.488
H 1.468 1.896 -1.607
O -0.388 0.316 2.364
H -0.571 1.200 2.683
H -0.616 -0.256 3.096
O 0.381 -2.340 1.058
H 0.838 -3.014 0.555
H 0.443 -2.635 1.966

Atomic forces in eV per Å
Ca 1.4 1.4 -0.8
N -0.9 2.2 -2.3
O 0.4 -0.9 0.8
O 0.3 -0.8 0.8
O 0.0 -0.7 0.8
N -2.0 0.0 0.0
O 1.9 -0.1 2.2
O -0.6 0.1 -1.3
O 0.5 0.1 -1.0
N 2.9 -0.5 -0.4
O -0.1 -1.1 -1.0
O -1.1 0.0 -0.2
O -2.6 1.5 1.6
O 0.1 -0.2 0.0
H -0.1 -0.3 0.0
H 0.0 0.2 -0.2
O -0.1 -0.6 -0.3
H 0.3 0.0 -0.2
H -0.2 0.5 0.3
O -0.1 -0.2 0.7
H 0.0 0.5 -0.2
H 0.0 -0.2 0.2
O -0.3 -0.7 0.2
H 0.4 -0.1 -0.3
H 0.1 0.0 0.3

Output
LUMO level (spin up / spin down)   -0.858 / -5.589 eV
HOMO-LUMO gap (spin up / spin down)   7.72 / 2.97 eV
HOMO (spin up / spin down)   -8.575 / -8.564 eV
Spin multiplicity   2


DFT (wB97M-V/def2-TZVPD) results for a molecular structure, CaIZn.

Positions of all 3 atoms, in Å:
Ca -2.786 -10.106 -11.911
Zn -2.096 -13.288 -7.112
I -2.513 -11.698 -9.372

Atomic forces in eV per Å
Ca 0.0 0.3 -0.5
Zn -0.2 0.8 -1.2
I 0.2 -1.1 1.8

Output
Net charge   +3
LUMO level   -16.508 eV
HOMO-LUMO gap   6.22 eV
Relative energy (zero: lowest compared OMol25 entry of this formula, charge and spin)   2.0 kcal per mole
HOMO   -22.732 eV
Spin multiplicity   1


DFT (wB97M-V/def2-TZVPD) results for a molecular structure, Cd2H8O5.

Positions of all 15 atoms, in Å:
Cd -18.324 -24.109 14.804
Cd -16.785 -26.778 14.986
O -18.574 -26.022 15.196
H -19.252 -26.351 14.575
O -16.341 -24.812 14.760
H -15.569 -24.580 15.312
O -16.270 -26.588 17.005
H -15.695 -27.215 17.443
H -15.984 -25.734 17.330
O -15.025 -24.587 18.198
H -14.311 -24.441 18.819
H -15.081 -23.770 17.701
O -14.846 -22.774 13.673
H -15.372 -23.505 13.997
H -15.420 -22.320 13.056

Atomic forces in eV per Å
Cd -1.3 2.3 0.3
Cd 2.1 -4.5 -0.3
O -4.0 -0.7 -0.9
H -0.3 -0.4 0.7
O 2.8 3.7 -0.7
H -0.5 -0.4 0.3
O -0.2 -1.1 -0.2
H 0.3 -0.5 0.6
H 0.7 1.0 1.1
O -0.6 0.0 -1.0
H 0.4 -0.2 0.6
H 0.1 0.5 0.3
O 2.6 1.4 0.1
H -1.5 -2.8 0.9
H -0.7 1.6 -1.8

Output
Net charge   +3
LUMO level (spin up / spin down)   -14.834 / -18.860 eV
HOMO-LUMO gap (spin up / spin down)   7.48 / 3.46 eV
HOMO (spin up / spin down)   -22.318 / -22.318 eV
Spin multiplicity   2


DFT (wB97M-V/def2-TZVPD) results for a molecular structure, Cd3ClF4O4.

Positions of all 12 atoms, in Å:
Cd -0.637 -0.998 1.174
Cd 1.713 -3.148 1.299
Cd 1.907 -2.292 -2.776
Cl 0.180 3.780 -2.492
O 0.575 1.440 -0.702
O -2.008 -0.027 2.556
O 1.729 2.342 1.054
O -1.218 -1.648 -1.555
F -0.268 3.400 1.612
F 1.608 -0.509 -0.246
F -2.383 -2.605 1.933
F -1.197 0.265 -1.857

Atomic forces in eV per Å
Cd -0.9 -0.1 -1.6
Cd 0.0 0.5 -0.7
Cd -1.3 1.0 1.6
Cl 0.2 -1.7 1.4
O 1.4 2.9 1.2
O 0.0 -1.5 -0.4
O -4.8 0.2 -2.0
O 1.2 3.9 -0.1
F 2.9 -1.7 -0.8
F -0.8 -1.8 0.5
F 1.7 2.4 -0.1
F 0.4 -4.1 0.9

Output
Net charge   +1
LUMO level   -9.742 eV
HOMO-LUMO gap   3.83 eV
HOMO   -13.572 eV
Spin multiplicity   1


DFT (wB97M-V/def2-TZVPD) results for a molecular structure, Cd3N8O24.

Positions of all 35 atoms, in Å:
Cd -24.878 18.947 19.442
Cd -20.363 17.026 15.668
Cd -25.776 17.797 14.680
N -26.842 19.622 17.278
O -26.624 18.943 16.289
O -26.971 20.794 17.124
O -26.798 19.092 18.313
N -20.609 14.560 17.695
O -21.643 13.954 17.525
O -20.178 15.419 16.997
O -20.000 14.064 18.550
N -20.894 20.031 14.664
O -21.255 19.125 15.232
O -21.146 21.108 15.196
O -20.294 20.022 13.549
N -23.351 17.383 17.268
O -22.246 17.116 16.705
O -24.399 17.256 16.694
O -23.419 17.522 18.462
N -19.420 19.424 18.513
O -18.310 19.546 17.895
O -20.185 18.783 17.881
O -19.862 20.119 19.427
N -21.862 15.242 13.718
O -22.054 14.934 12.507
O -22.051 14.451 14.767
O -21.523 16.291 14.180
N -22.721 21.283 18.827
O -23.733 20.414 18.591
O -21.973 21.542 17.816
O -22.357 21.584 19.906
N -27.930 15.340 15.726
O -26.945 16.218 15.564
O -28.020 14.710 16.841
O -28.572 14.905 14.843

Atomic forces in eV per Å
Cd 0.7 -0.4 -1.5
Cd 0.4 2.1 1.3
Cd 0.9 -0.3 -0.9
N 1.5 2.4 -6.8
O -0.7 -1.2 -1.5
O -1.2 3.3 0.7
O -0.1 -3.6 8.8
N -4.0 -4.6 0.0
O -4.5 0.8 -2.7
O 2.6 3.8 -2.7
O 6.8 -0.8 6.1
N 2.9 9.6 -4.6
O -2.6 -11.0 4.5
O 0.1 2.2 -0.4
O 0.2 -1.0 0.1
N 3.0 -2.7 -3.6
O -3.4 1.1 2.1
O -2.3 0.6 -2.3
O 0.8 1.3 5.3
N 1.7 3.0 -2.7
O 1.7 0.8 2.4
O -4.5 -4.6 -1.8
O 1.4 0.3 1.8
N -2.1 -6.7 3.2
O 0.6 1.1 2.2
O -0.3 -0.9 -4.1
O 1.2 5.7 -3.6
N 4.1 -1.3 -5.0
O 0.3 1.6 0.2
O -3.6 -0.5 2.1
O -1.3 0.6 3.1
N 3.7 -1.6 3.9
O -2.7 -1.8 0.8
O 0.5 2.3 -0.6
O -2.0 0.5 -3.8

Output
Net charge   -3
LUMO level (spin up / spin down)   3.500 / 3.496 eV
HOMO-LUMO gap (spin up / spin down)   4.01 / 4.00 eV
Relative energy (zero: lowest compared OMol25 entry of this formula, charge and spin)   0.0 kcal per mole
HOMO (spin up / spin down)   -0.506 / -0.506 eV
Spin multiplicity   2


DFT (wB97M-V/def2-TZVPD) results for a molecular structure, CdH10O5.

Positions of all 16 atoms, in Å:
Cd -3.275 19.160 21.493
O -4.507 17.774 20.478
H -4.290 16.918 20.109
H -5.339 18.008 20.068
O -1.824 17.817 21.322
H -1.730 17.028 21.855
H -0.965 18.237 21.362
O -1.992 20.335 22.638
H -1.374 19.867 23.200
H -1.800 21.261 22.790
O -3.147 20.193 19.762
H -3.813 20.532 19.164
H -2.315 20.434 19.355
O -3.899 18.067 23.206
H -3.824 18.468 24.072
H -4.186 17.171 23.380

Atomic forces in eV per Å
Cd -2.4 2.0 0.7
O -1.0 -0.5 0.6
H 0.7 -1.2 -0.8
H -1.3 0.5 -0.7
O 2.0 -1.8 -0.4
H 0.2 -1.0 0.3
H 1.2 0.0 -0.3
O 0.6 0.1 0.4
H 0.5 -0.2 0.7
H -0.1 1.1 0.0
O 0.1 0.9 -0.6
H -1.1 0.2 -0.5
H 1.1 0.1 -0.4
O -0.7 0.7 0.1
H 0.2 0.6 1.2
H -0.2 -1.4 -0.1

Output
Net charge   +3
LUMO level (spin up / spin down)   -12.743 / -21.057 eV
HOMO-LUMO gap (spin up / spin down)   13.89 / 5.17 eV
HOMO (spin up / spin down)   -26.628 / -26.230 eV
Spin multiplicity   2


DFT (wB97M-V/def2-TZVPD) results for a molecular structure, Cl10F3O40Pb3.

Positions of all 56 atoms, in Å:
Pb 0.664 -2.611 -2.443
Pb 1.981 3.912 -0.805
Pb -2.441 -0.031 3.360
F -2.665 1.270 5.491
F 3.554 4.799 -2.397
F -4.986 0.938 3.390
Cl -4.347 -2.237 1.433
O -3.691 -1.013 1.157
O -3.749 -2.902 2.621
O -5.682 -2.198 1.981
O -4.115 -3.233 0.595
Cl 4.630 -2.444 -0.789
O 5.328 -3.430 -1.492
O 4.651 -2.901 0.602
O 5.032 -1.124 -1.135
O 3.289 -2.561 -1.317
Cl 0.034 0.664 -0.104
O -0.805 0.706 1.015
O -0.233 -0.405 -1.097
O -0.046 1.973 -0.776
O 1.388 0.371 0.390
Cl -0.350 -2.240 5.672
O -1.394 -3.298 5.744
O -0.415 -1.410 4.459
O -0.678 -1.527 6.855
O 0.885 -2.980 5.847
Cl 4.941 3.267 1.407
O 6.188 2.645 1.640
O 3.907 2.887 2.301
O 4.988 4.716 1.658
O 4.622 3.084 0.054
Cl 2.144 0.730 -4.043
O 2.298 -0.740 -3.897
O 2.226 1.520 -2.768
O 2.912 1.234 -5.073
O 0.796 0.787 -4.654
Cl -1.979 4.349 2.940
O -1.789 4.995 1.705
O -2.793 3.195 2.897
O -0.788 3.661 3.488
O -2.572 5.311 3.833
Cl -3.214 -2.909 -3.698
O -2.002 -2.044 -3.410
O -4.304 -2.201 -3.079
O -3.286 -2.783 -5.103
O -2.996 -4.299 -3.325
Cl -0.372 -5.036 0.605
O -1.340 -6.014 0.441
O -0.648 -4.309 1.843
O 1.079 -5.270 0.476
O -0.632 -4.109 -0.435
Cl -0.653 4.254 -4.753
O -1.906 3.546 -4.658
O 0.085 4.181 -3.501
O 0.116 3.631 -5.960
O -0.865 5.633 -5.189

Atomic forces in eV per Å
Pb -0.7 1.7 1.7
Pb 1.6 -0.8 -2.0
Pb -2.4 2.1 1.8
F 0.4 -1.2 -1.2
F -1.6 -0.5 1.6
F 1.2 -0.8 -0.1
Cl 0.0 -0.6 11.8
O -0.4 1.5 -1.2
O 2.4 2.2 2.0
O -2.4 2.1 -2.8
O 0.0 -5.1 -9.9
Cl -2.9 -0.8 0.9
O 3.3 -2.0 -2.1
O 0.3 2.0 -0.6
O 1.3 0.4 1.3
O -2.4 0.0 0.1
Cl 4.2 -0.7 -0.3
O -2.0 -0.5 0.5
O -0.8 0.3 0.1
O 0.5 -0.4 0.0
O -1.0 1.1 -0.9
Cl -3.1 -3.8 1.2
O 0.5 0.6 -2.0
O 0.6 -1.0 1.3
O 1.2 2.6 1.0
O 1.0 1.2 -0.8
Cl -0.9 3.6 2.7
O 1.3 -0.7 0.8
O -0.6 -2.1 0.2
O 1.4 0.3 -0.6
O -1.6 -0.7 -3.1
Cl -7.3 0.0 0.5
O 1.5 -0.1 1.5
O 0.6 -2.1 -2.2
O 4.6 1.1 -1.5
O 0.3 0.4 2.1
Cl 0.8 -4.6 3.4
O 0.9 1.0 -2.3
O -3.1 -0.3 -1.8
O 1.4 3.2 -0.4
O 0.2 1.1 0.8
Cl 2.7 3.1 1.2
O 0.3 -1.8 1.0
O -0.2 -1.7 0.0
O -1.3 -1.0 -2.6
O -0.6 1.0 0.2
Cl 2.0 5.8 3.6
O -0.9 -4.5 -0.3
O 0.9 -1.7 -0.7
O -1.2 -2.1 0.4
O -0.2 2.7 -4.1
Cl 1.6 -2.0 -4.0
O 0.2 0.6 0.5
O -0.3 0.4 -0.8
O -1.2 1.2 3.2
O -0.2 0.4 1.0

Output
Net charge   -7
LUMO level   11.207 eV
HOMO-LUMO gap   5.15 eV
HOMO   6.055 eV
Spin multiplicity   1


DFT (wB97M-V/def2-TZVPD) results for Cl2 in the gas phase.

Positions of all 2 atoms, in Å:
Cl 0.000 0.000 1.030
Cl 0.000 0.000 -1.030

Atomic forces in eV per Å
Cl 0.0 0.0 -1.3
Cl 0.0 0.0 1.3

Output
Structure (SMILES)   ClCl
LUMO level   -1.520 eV
HOMO-LUMO gap   9.65 eV
Relative energy (zero: lowest compared OMol25 entry of this formula, charge and spin)   1.1 kcal per mole
HOMO   -11.175 eV
Spin multiplicity   1


DFT (wB97M-V/def2-TZVPD) results for a molecular structure, Cl2FeH8O4.

Positions of all 15 atoms, in Å:
Fe -11.785 25.382 4.558
Cl -10.954 23.356 3.715
Cl -11.957 24.951 6.883
O -9.819 26.313 4.661
H -9.248 25.873 5.299
H -9.263 26.611 3.939
O -11.737 26.111 2.464
H -12.400 26.639 2.016
H -11.086 25.857 1.804
O -13.935 24.994 4.095
H -14.412 24.394 4.674
H -14.587 25.421 3.538
O -12.541 27.382 5.155
H -13.127 28.072 4.841
H -12.207 27.652 6.016

Atomic forces in eV per Å
Fe 0.1 -1.0 0.1
Cl -0.1 0.3 -0.1
Cl 0.1 0.3 -0.2
O 0.1 0.3 0.3
H 0.0 -0.2 0.1
H 0.0 -0.1 -0.1
O -0.1 0.6 -0.1
H 0.0 0.1 -0.1
H 0.1 -0.4 0.0
O -0.1 0.0 0.0
H 0.1 -0.1 0.2
H -0.1 0.0 -0.1
O 0.0 0.3 -0.3
H -0.1 0.1 0.0
H 0.0 -0.2 0.2

Output
LUMO level (spin up / spin down)   -0.474 / -0.482 eV
HOMO-LUMO gap (spin up / spin down)   7.84 / 7.47 eV
Relative energy (zero: lowest compared OMol25 entry of this formula, charge and spin)   0.0 kcal per mole
HOMO (spin up / spin down)   -8.319 / -7.949 eV
Spin multiplicity   5